Here is a molecular structure, C6H12AgO4 in a non-equilibrium geometry from the OMol25 dataset. Energies are from wB97M-V/def2-TZVPD.

```
23
Properties=species:S:1:pos:R:3:lowdin_charge:R:1
H -2.186 2.375 -1.041 0.143
C -0.253 2.484 -0.034 -0.229
O 0.672 1.608 0.555 -0.213
H -1.108 -2.960 0.366 0.106
C -0.305 -2.851 -0.374 -0.043
H 2.298 -2.470 -0.610 0.143
C -2.832 -0.113 -0.605 -0.051
C 2.406 -0.369 -0.156 -0.108
O 2.683 0.624 -0.746 0.126
C 1.691 -1.562 -0.749 -0.167
H -3.357 -0.638 0.200 0.108
H -3.520 0.587 -1.096 0.107
H -2.457 -0.830 -1.350 0.095
O 0.460 -1.688 -0.049 -0.365
H 1.490 -1.400 -1.822 0.149
H 0.252 3.182 -0.725 0.152
H 0.365 -3.718 -0.411 0.108
H -0.758 -2.699 -1.360 0.099
Ag -0.122 -0.061 1.017 1.064
O -1.750 0.614 -0.035 -0.333
C -1.318 1.736 -0.825 -0.164
H -0.908 1.346 -1.771 0.143
H -0.754 3.083 0.749 0.131
```

HOMO-LUMO gap (alpha / beta) = 8.38 / 7.55 eV
Multiplicity = 3
Net charge = +1
Energy = -683.2581 Eh
HOMO energy (alpha / beta) = -0.4460 / -0.5091 Eh